Entry 1:
Density functional theory data (ωB97M-V/def2-TZVPD) for 7 unconnected molecules or ions with the total composition C14H42O7S7 at a distorted geometry.

Geometry as XYZ:
```
70
Properties=species:S:1:pos:R:3
C -0.37 -4.09 5.29
S 1.18 -4.31 4.40
O 2.35 -3.97 5.34
C 1.04 -6.15 4.21
H -0.48 -3.99 6.37
H -1.11 -4.83 4.99
H -0.77 -3.17 4.85
H 1.43 -6.55 5.15
H 1.66 -6.40 3.36
H 0.08 -6.62 3.98
C 9.84 -6.54 6.37
S 11.61 -6.51 5.92
O 12.47 -5.94 7.03
C 12.05 -8.30 5.79
H 9.45 -5.54 6.56
H 9.74 -7.20 7.23
H 9.18 -6.98 5.61
H 12.92 -8.43 5.15
H 11.24 -8.86 5.32
H 12.16 -8.72 6.79
C 3.79 -0.66 0.12
S 2.83 -1.10 1.56
O 1.39 -1.25 1.01
C 3.50 -2.81 1.44
H 3.90 0.39 -0.16
H 3.27 -1.06 -0.75
H 4.79 -1.08 0.02
H 3.09 -3.46 2.22
H 4.59 -2.83 1.39
H 3.23 -3.24 0.47
C 6.25 -2.18 5.57
S 7.05 -3.57 4.70
O 8.15 -4.04 5.66
C 5.63 -4.77 4.64
H 5.68 -1.48 4.96
H 7.03 -1.60 6.07
H 5.49 -2.58 6.24
H 6.11 -5.73 4.48
H 5.00 -4.68 3.75
H 5.05 -4.78 5.56
C 5.15 1.19 7.01
S 4.36 2.80 7.44
O 3.57 2.64 8.78
C 5.90 3.60 8.10
H 5.60 1.25 6.02
H 4.34 0.46 6.97
H 5.90 0.87 7.73
H 6.56 3.07 8.79
H 5.66 4.57 8.53
H 6.59 3.87 7.31
C 4.61 -7.51 2.15
S 6.44 -7.38 1.99
O 6.99 -8.76 1.59
C 6.38 -6.51 0.37
H 4.15 -7.68 1.18
H 4.22 -6.63 2.65
H 4.37 -8.40 2.73
H 7.39 -6.39 -0.03
H 5.87 -5.55 0.42
H 5.78 -7.07 -0.35
C 6.51 -6.89 10.83
S 6.88 -5.28 10.01
O 8.24 -4.86 10.53
C 6.97 -5.91 8.27
H 7.35 -7.51 10.50
H 5.61 -7.39 10.47
H 6.40 -6.95 11.91
H 5.99 -6.14 7.87
H 7.65 -6.76 8.23
H 7.52 -5.19 7.65
```

Values from the calculation:
LUMO level ... 0.000 hartree
2S+1 ... 1
HOMO ... -8.195 eV
Calculated total energy ... -3872.2614 a.u.
Frontier orbital gap ... 8.193 eV
Charge ... 0



Entry 2:
Density functional theory data (ωB97M-V/def2-TZVPD) for 7 unconnected molecules or ions with the total composition C14H43O11 at a distorted geometry.

Geometry as XYZ:
```
68
Properties=species:S:1:pos:R:3
O 34.51 19.66 33.58
H 34.80 20.37 33.15
H 35.23 18.96 33.66
H 33.93 20.04 34.32
C 35.53 15.70 34.00
C 35.51 15.55 32.42
O 35.60 14.18 32.05
O 35.33 17.05 34.27
H 36.32 15.34 34.54
H 34.95 15.08 34.27
H 36.22 16.09 32.00
H 34.53 15.98 32.11
H 36.34 14.26 31.50
H 34.85 17.11 35.12
C 35.81 19.53 37.12
C 35.64 20.78 38.01
O 35.48 20.44 39.35
O 36.40 19.88 35.84
H 34.85 19.05 36.91
H 36.52 18.81 37.57
H 34.71 21.44 37.66
H 36.61 21.28 37.93
H 34.58 20.38 39.69
H 37.31 19.89 35.77
C 34.52 22.31 31.00
C 33.76 23.63 30.92
O 33.47 24.04 29.60
O 34.86 22.26 32.32
H 35.37 22.31 30.33
H 33.77 21.60 30.76
H 34.40 24.42 31.29
H 32.80 23.61 31.49
H 33.05 24.90 29.58
H 35.60 22.77 32.56
C 32.71 19.18 30.08
C 31.40 19.84 29.71
O 31.24 19.89 28.29
O 32.88 18.91 31.36
H 33.47 19.90 29.64
H 32.76 18.31 29.59
H 31.14 20.67 30.20
H 30.66 19.23 30.18
H 32.03 20.31 27.85
H 32.02 18.58 31.52
C 32.59 22.37 35.28
C 31.61 21.24 35.07
C 31.46 21.08 33.62
O 32.37 20.03 35.40
H 32.26 23.40 35.39
H 33.60 22.31 35.04
H 32.75 22.36 36.43
H 30.75 21.35 35.63
H 30.92 20.09 33.40
H 32.22 20.94 33.06
H 30.58 21.74 33.24
H 32.00 19.88 36.25
C 38.68 18.48 31.69
C 37.53 19.48 31.55
C 36.30 18.81 30.73
O 37.10 19.85 32.86
H 39.45 18.86 32.31
H 39.03 18.22 30.68
H 38.42 17.65 32.21
H 37.80 20.18 31.10
H 35.76 18.32 31.48
H 36.45 18.02 29.96
H 35.66 19.59 30.40
H 37.94 20.17 33.49
```

Values from the calculation:
LUMO level ... -0.088 hartree
2S+1 ... 1
HOMO ... -12.750 eV
Calculated total energy ... -1386.2214 a.u.
Frontier orbital gap ... 10.364 eV
Charge ... +1



Entry 3:
Density functional theory data (ωB97M-V/def2-TZVPD) for 8 unconnected molecules or ions with the total composition C14H44N10O8 at a distorted geometry.

Geometry as XYZ:
```
76
Properties=species:S:1:pos:R:3
N -6.22 -3.56 -18.28
C -6.80 -4.74 -18.07
N -8.15 -4.56 -18.15
O -6.22 -5.83 -17.89
H -5.21 -3.54 -18.18
H -6.88 -2.81 -18.21
H -8.66 -5.44 -18.19
H -8.53 -3.79 -18.68
N -10.11 -0.95 -20.46
C -9.71 -2.06 -19.81
N -10.41 -3.18 -20.07
O -8.92 -1.99 -18.86
H -9.77 -0.03 -20.27
H -10.95 -1.02 -21.02
H -10.89 -3.35 -20.94
H -10.27 -4.00 -19.50
N -7.71 -7.67 -19.43
C -9.00 -7.40 -19.66
N -9.53 -7.83 -20.79
O -9.63 -6.66 -18.88
H -7.19 -7.34 -18.62
H -7.21 -8.05 -20.21
H -10.50 -7.69 -21.04
H -8.97 -8.14 -21.57
N -3.00 -2.37 -15.55
C -2.85 -2.77 -16.84
N -1.95 -1.94 -17.46
O -3.42 -3.73 -17.33
H -3.50 -2.81 -14.81
H -2.59 -1.47 -15.41
H -1.87 -1.88 -18.46
H -1.60 -1.15 -16.95
N -4.88 -4.87 -12.75
C -5.62 -4.24 -13.67
N -5.33 -4.67 -14.93
O -6.56 -3.45 -13.46
H -4.50 -5.75 -13.06
H -4.66 -4.50 -11.84
H -6.02 -4.32 -15.58
H -4.52 -5.21 -15.17
C -10.26 -5.91 -15.63
C -10.40 -5.47 -14.16
C -9.82 -6.66 -13.32
O -9.64 -4.25 -14.02
H -10.59 -6.95 -15.71
H -9.25 -5.81 -16.04
H -10.85 -5.36 -16.37
H -11.42 -5.19 -13.88
H -8.85 -7.04 -13.63
H -10.37 -7.57 -13.60
H -10.02 -6.61 -12.25
H -8.81 -4.57 -14.40
C -9.27 0.67 -16.28
C -7.94 -0.07 -16.28
C -8.04 -1.47 -15.51
O -7.41 -0.24 -17.59
H -9.71 0.45 -15.31
H -9.90 0.29 -17.08
H -9.06 1.73 -16.45
H -7.11 0.41 -15.77
H -8.65 -2.19 -16.06
H -8.39 -1.29 -14.49
H -7.04 -1.88 -15.41
H -8.09 -0.78 -18.04
C -5.18 -4.21 -23.25
C -5.04 -4.81 -21.82
C -5.52 -6.28 -21.72
O -3.69 -4.68 -21.42
H -6.23 -4.09 -23.50
H -4.64 -4.78 -24.01
H -4.75 -3.22 -23.36
H -5.54 -4.16 -21.11
H -5.33 -6.67 -20.72
H -5.06 -6.81 -22.56
H -6.59 -6.29 -21.94
H -3.13 -5.43 -21.64
```

Values from the calculation:
LUMO level ... 0.011 hartree
2S+1 ... 1
HOMO ... -8.787 eV
Calculated total energy ... -1709.4496 a.u.
Frontier orbital gap ... 9.078 eV
Charge ... 0